1.
Here is a cluster of 3 separate species, C14H34Cl2N2 in total in a non-equilibrium geometry from the OMol25 dataset. Energies are from the ωB97M-V functional and the def2-TZVPD basis.

ORCA input file:
```
! wB97M-V def2-TZVPD RIJCOSX def2/J DEFGRID3
* xyz 0 1
C 0.932 2.140 -0.777
C 1.965 1.981 0.290
N 3.213 1.260 -0.065
C 4.396 1.649 0.670
C 4.330 2.239 1.839
C 3.086 -0.238 -0.168
C 3.919 -0.618 -1.454
H 1.058 2.889 -1.555
H 0.006 2.340 -0.304
H 0.867 1.123 -1.317
H 1.843 1.662 1.267
H 2.145 3.130 0.476
H 4.921 2.445 -0.019
H 5.225 1.197 0.379
H 3.624 2.646 2.495
H 5.200 2.853 1.977
H 4.643 1.572 2.579
H 2.200 -0.630 0.075
H 3.272 -0.674 0.869
H 4.895 -0.251 -1.322
H 3.430 -0.434 -2.511
H 4.149 -1.638 -1.393
C -5.554 -1.466 0.086
C -4.183 -1.328 0.854
N -3.601 0.074 0.549
C -2.804 0.677 1.523
C -1.956 -0.132 2.275
C -2.908 0.054 -0.744
C -2.736 1.531 -1.293
H -6.010 -0.582 0.413
H -5.913 -2.243 0.457
H -5.573 -1.424 -0.994
H -3.655 -2.193 0.522
H -4.288 -1.464 1.915
H -3.473 0.974 2.217
H -2.433 1.556 1.082
H -2.170 -1.217 2.632
H -2.054 0.267 3.110
H -0.950 -0.015 2.034
H -3.444 -0.320 -1.564
H -1.741 -0.481 -0.779
H -3.801 1.891 -1.341
H -2.100 1.413 -2.273
H -2.218 2.312 -0.808
Cl 0.979 -4.697 -0.034
C 1.258 -3.472 -1.297
C -0.133 -2.772 -1.739
Cl 0.172 -1.391 -2.866
H 1.781 -3.839 -2.141
H 1.847 -2.671 -0.779
H -0.734 -2.359 -0.864
H -0.901 -3.316 -2.173
*
```

HOMO-LUMO gap, hartree: 0.31068
Energy relative to the best compared isomer or geometry (same formula, charge and spin), kJ/mol: 293.5
DFT total energy, eV: -43084.224


2.
Here is a structure of composition C14H34FeO4S3SeSi2Te in a non-equilibrium geometry from the OMol25 dataset. Energies are from the ωB97M-V functional and the def2-TZVPD basis.

ORCA input file:
```
! wB97M-V def2-TZVPD RIJCOSX def2/J DEFGRID3
* xyz 0 5
Fe -0.483 -1.063 0.868
C -4.064 -0.312 3.901
C -3.104 -1.415 4.341
S -1.816 -1.946 3.160
C -0.315 -1.497 4.067
C -0.113 -0.001 4.234
S 0.170 0.844 2.642
C -1.152 2.091 2.573
C -2.575 1.561 2.434
S -3.416 1.374 4.035
H -4.935 -0.322 4.558
H -4.424 -0.474 2.884
H -3.673 -2.324 4.542
H -2.599 -1.126 5.262
H 0.489 -1.953 3.490
H -0.347 -1.986 5.043
H 0.772 0.176 4.845
H -0.967 0.476 4.712
H -0.884 2.689 1.701
H -1.044 2.727 3.452
H -2.566 0.576 1.980
H -3.170 2.229 1.811
C -3.032 2.026 -3.016
Si -1.722 0.859 -2.373
C -1.188 -0.349 -3.677
C -2.435 -0.130 -0.930
C -0.291 1.871 -1.726
Te 1.078 0.602 -0.616
C 1.981 -0.246 -2.349
Si 3.852 -0.027 -2.365
C 4.607 -1.029 -1.002
C 4.462 -0.603 -4.030
C 4.251 1.788 -2.190
H -3.898 1.494 -3.422
H -2.620 2.652 -3.814
H -3.384 2.691 -2.221
H -2.059 -0.848 -4.112
H -0.550 -1.116 -3.226
H -0.636 0.132 -4.489
H -3.520 -0.246 -0.987
H -2.221 0.389 0.015
H -1.997 -1.137 -0.931
H -0.656 2.608 -1.002
H 0.238 2.414 -2.515
H 1.509 0.244 -3.201
H 1.706 -1.302 -2.354
H 4.330 -2.082 -1.104
H 4.243 -0.699 -0.024
H 5.697 -0.952 -1.017
H 4.268 -1.669 -4.181
H 5.542 -0.443 -4.111
H 3.979 -0.052 -4.843
H 3.915 2.178 -1.226
H 3.762 2.367 -2.979
H 5.329 1.957 -2.267
O 0.199 -2.336 -0.908
Se 1.213 -2.830 0.314
O 2.239 -4.009 -0.041
O 1.917 -1.400 0.849
O 0.108 -3.091 1.531
*
```

HOMO-LUMO gap (spin up / spin down), hartree: 0.29339 / 0.30586
Energy relative to the best compared isomer or geometry (same formula, charge and spin), kJ/mol: 141.9
DFT total energy, eV: -178546.344


3.
Here is a structure of composition C14H34InNO2P2Si in a non-equilibrium geometry from the OMol25 dataset. Energies are from the ωB97M-V functional and the def2-TZVPD basis.

ORCA input file:
```
! wB97M-V def2-TZVPD RIJCOSX def2/J DEFGRID3
* xyz 0 1
C 0.859 -1.491 -3.868
C 0.920 -1.265 -2.481
N -0.211 -1.392 -1.717
C -1.407 -1.439 -2.323
C -1.524 -1.598 -3.702
C -0.374 -1.675 -4.481
C 2.153 -0.710 -1.913
P 2.327 -0.716 -0.125
In -0.081 -0.980 0.581
P -2.533 -0.512 0.104
C -2.688 -1.327 -1.529
O 1.783 1.750 -2.534
O -0.648 2.308 -1.945
H 1.800 -1.454 -4.415
H -2.531 -1.639 -4.117
H -0.436 -1.851 -5.553
C 3.408 -2.051 0.497
C 3.232 0.813 0.303
H -3.428 -0.735 -2.089
H -3.124 -2.323 -1.348
H 2.040 0.716 -2.282
H 3.073 -0.987 -2.457
C -3.959 -1.134 1.055
C -2.928 1.213 -0.242
H 0.047 3.812 -0.886
H -1.108 2.705 -2.699
H 0.322 2.110 -2.241
H 2.306 2.011 -3.319
H 0.015 -1.237 2.465
H 0.369 4.334 -0.411
H 4.429 -1.930 0.100
H 3.453 -2.014 1.596
H 3.009 -3.030 0.202
H 4.312 0.630 0.172
H 2.917 1.626 -0.370
H 3.044 1.090 1.350
H -3.901 1.263 -0.750
H -2.984 1.776 0.698
H -2.145 1.666 -0.877
H -4.899 -0.871 0.540
H -3.890 -2.229 1.148
H -3.947 -0.683 2.059
C -1.447 0.145 4.192
Si 0.169 0.103 3.277
C 0.406 1.793 2.499
C 1.706 -0.315 4.248
H -2.143 0.835 3.699
H -1.299 0.475 5.228
H -1.904 -0.853 4.204
H 0.578 2.497 3.329
H 1.267 1.860 1.823
H -0.490 2.131 1.959
H 1.673 0.118 5.258
H 1.809 -1.405 4.346
H 2.602 0.067 3.739
*
```

HOMO-LUMO gap (spin up / spin down), hartree: 0.18634 / 0.17893
Energy relative to the best compared isomer or geometry (same formula, charge and spin), kJ/mol: 207.0
DFT total energy, eV: -52280.100